[1]
73
Properties=species:S:1:pos:R:3:forces:R:3:lowdin_charge:R:1 method="wB97M-V/def2-TZVPD" homo_energy_ev="-7.1802 / -7.1889" multiplicity=4 total_energy_ev=-65117.6188 orbital_gap_ev="7.1 / 7.2"
C 0.990 -2.586 1.812 -0.495 0.348 -0.112 -0.25
C -0.395 -2.830 1.564 0.485 0.196 -0.441 -0.21
C -0.580 -2.922 0.153 0.533 0.371 0.490 -0.18
H -1.157 -3.004 2.319 0.202 0.129 -0.233 0.07
C 0.685 -2.729 -0.465 -0.041 0.197 0.319 -0.20
C 1.655 -2.508 0.552 -0.299 0.240 -0.100 -0.22
H 2.732 -2.400 0.405 -0.387 -0.080 0.024 0.08
H 1.462 -2.575 2.795 -0.119 0.028 -0.247 0.08
H -1.509 -3.190 -0.346 0.201 0.108 0.087 0.08
H 0.890 -2.843 -1.527 0.000 0.191 0.240 0.08
C -0.943 2.421 -0.041 0.637 0.359 0.295 -0.21
C -0.878 2.674 1.363 0.474 0.703 -0.312 -0.23
C 0.497 2.809 1.723 -0.449 0.644 -0.214 -0.25
H -1.728 2.833 2.028 0.334 -0.238 -0.213 0.10
C 1.286 2.640 0.546 -0.657 0.238 -0.263 -0.22
C 0.393 2.402 -0.543 -0.008 0.599 0.365 -0.22
H 0.674 2.357 -1.594 -0.079 -0.319 0.377 0.10
H -1.850 2.383 -0.643 0.274 -0.217 0.211 0.11
H 0.869 3.076 2.712 -0.114 -0.222 -0.282 0.10
H 2.367 2.762 0.477 -0.342 -0.147 0.026 0.10
Nd 0.196 0.294 1.210 0.178 -3.422 -1.175 1.86
O -0.413 -0.103 -2.218 -0.965 0.243 1.625 -0.10
C -1.776 -0.458 -2.601 1.890 -0.011 -1.111 -0.03
C -0.540 -0.870 -3.370 -1.121 -0.035 0.674 -0.28
H -2.218 -1.216 -1.976 -0.245 0.033 0.156 0.10
H -2.367 0.338 -3.046 -0.013 -0.051 0.386 0.11
H -0.307 -1.925 -3.293 0.387 -0.040 0.038 0.13
H 1.102 -1.810 -5.169 -0.083 0.322 -0.357 0.12
C 0.784 -0.797 -5.436 -0.786 0.275 0.082 -0.03
C -0.061 -0.133 -4.530 0.550 0.401 -1.217 -0.18
C -0.389 1.226 -4.715 -0.030 -0.604 -0.461 -0.02
H -0.932 1.779 -3.946 0.097 -0.234 -0.246 0.11
C -0.063 1.838 -5.923 0.280 -0.316 -0.020 -0.08
H -0.384 2.862 -6.112 0.182 -0.248 0.011 0.10
C 0.660 1.126 -6.891 0.286 -0.434 -0.004 -0.09
H 0.905 1.597 -7.846 -0.113 -0.097 0.293 0.10
C 1.117 -0.185 -6.643 -0.143 0.500 0.145 -0.08
H 1.711 -0.738 -7.377 -0.194 0.392 0.219 0.10
O -0.766 0.006 3.009 -0.117 0.365 0.177 -0.49
Si -0.554 0.000 4.614 -0.260 -0.298 -0.066 0.45
C 0.706 1.282 5.088 -0.132 0.073 -0.040 -0.24
C 1.983 1.287 4.508 0.087 0.503 0.387 -0.13
C 2.920 2.248 4.899 -0.062 -0.137 -0.104 -0.09
C 2.584 3.209 5.859 -0.246 -0.162 -0.024 -0.08
C 1.305 3.210 6.426 0.015 -0.081 -0.101 -0.07
C 0.365 2.250 6.038 0.546 0.203 -0.011 -0.07
C -2.177 0.356 5.424 -0.069 -0.171 0.051 -0.24
C -2.569 -0.412 6.527 -0.443 0.438 0.129 -0.08
C -3.761 -0.114 7.195 0.108 0.028 -0.138 -0.08
C -4.559 0.946 6.757 0.207 -0.071 -0.053 -0.09
C -4.183 1.693 5.635 0.176 -0.090 -0.109 -0.08
C -3.001 1.386 4.952 -0.355 -0.079 0.547 -0.08
C 0.061 -1.662 5.167 0.075 0.141 0.132 -0.25
C 1.315 -1.790 5.772 -0.072 -0.566 -0.007 -0.09
C 1.806 -3.058 6.101 -0.094 0.065 0.014 -0.08
C 1.028 -4.194 5.859 -0.052 0.219 -0.058 -0.08
C -0.242 -4.062 5.287 -0.097 0.231 -0.004 -0.07
C -0.725 -2.797 4.941 0.355 -0.442 0.164 -0.12
H 2.264 0.530 3.763 -0.058 0.181 0.283 0.11
H 3.917 2.233 4.457 -0.213 0.088 0.135 0.10
H 3.318 3.953 6.166 -0.175 -0.185 -0.079 0.10
H 1.031 3.952 7.176 0.148 -0.123 -0.194 0.10
H -0.637 2.247 6.476 0.348 0.033 -0.097 0.10
H -1.938 -1.238 6.865 -0.215 0.287 -0.040 0.10
H -4.049 -0.712 8.060 -0.041 0.190 -0.191 0.10
H -5.476 1.192 7.292 0.206 -0.060 -0.149 0.10
H -4.802 2.521 5.290 0.056 -0.221 0.104 0.10
H -2.716 1.950 4.060 -0.070 -0.119 0.301 0.09
H 1.905 -0.898 5.990 -0.085 -0.313 -0.071 0.09
H 2.794 -3.145 6.552 -0.247 -0.081 -0.079 0.10
H 1.407 -5.181 6.123 -0.089 0.255 -0.082 0.10
H -0.865 -4.939 5.107 0.236 0.161 0.055 0.11
H -1.717 -2.694 4.490 0.324 -0.059 0.161 0.11



[2]
23
Properties=species:S:1:pos:R:3:forces:R:3:lowdin_charge:R:1 method="wB97M-V/def2-TZVPD" homo_energy_ev="-16.8383 / -18.3311" multiplicity=6 total_charge=+2 total_energy_ev=-70350.7447 orbital_gap_ev="6.4 / 9.1"
V 0.312 -1.643 -1.560 0.995 1.720 2.214 1.14
V 1.228 0.544 0.977 -4.101 -5.877 0.276 1.47
F 2.153 -0.965 -0.279 -1.695 1.586 0.836 -0.52
F -0.370 -0.031 -0.321 2.200 0.417 1.071 -0.50
F 0.641 -0.969 2.331 1.474 3.560 -2.750 -0.40
C -0.408 -4.230 2.425 0.764 0.321 0.019 -0.01
C -0.341 -3.510 1.153 -0.492 2.025 -4.125 -0.13
N -0.333 -2.964 0.093 0.427 -2.027 3.774 0.08
H 0.042 -5.214 2.286 -0.364 -0.168 -0.100 0.11
H -1.398 -4.261 2.881 -0.074 -0.088 -0.460 0.11
H 0.249 -3.732 3.138 0.039 0.275 -0.052 0.10
C 1.940 1.784 -4.652 -0.056 -0.198 0.165 -0.01
C 1.475 0.855 -3.580 0.440 0.188 0.218 -0.12
N 1.112 0.137 -2.747 0.000 -0.031 -1.251 0.08
H 3.008 1.790 -4.867 0.131 -0.820 0.416 0.10
H 1.782 2.837 -4.419 -0.700 -0.161 0.237 0.10
H 1.440 1.499 -5.578 -0.175 0.158 0.067 0.10
C -2.568 3.234 2.157 1.685 -0.322 0.626 0.02
C -1.235 2.588 1.969 -1.662 0.827 -0.137 -0.14
N -0.233 2.065 1.817 1.825 -1.243 -0.720 0.10
H -2.483 3.704 3.137 -0.301 -0.046 0.196 0.11
H -3.302 2.428 2.187 -0.192 0.340 -0.246 0.11
H -2.711 4.051 1.450 -0.169 -0.435 -0.274 0.11



[3]
11
Properties=species:S:1:pos:R:3:forces:R:3:lowdin_charge:R:1 method="wB97M-V/def2-TZVPD" smiles="O=P[C@H]1C=NNC1=O" homo_energy_ev=-9.4965 multiplicity=1 relative_energy_kcal_mol=0.0 total_energy_ev=-19522.0684 orbital_gap_ev=9.1
C -0.405 0.487 0.099 -1.138 -0.484 2.607 -0.33
C -0.519 0.343 -1.343 0.560 -0.163 0.504 -0.17
C 0.377 -0.771 0.480 -0.602 1.130 0.238 -0.57
N 0.062 -0.730 -1.786 -0.713 -0.176 0.022 0.07
N 0.551 -1.457 -0.670 -0.652 1.889 -0.299 0.08
O -0.150 2.072 2.254 -0.857 0.742 1.292 -0.45
O 0.912 -0.913 1.578 -0.136 -0.218 -0.131 -0.02
P 0.776 1.599 1.253 0.648 -0.825 -1.431 0.97
H -1.390 0.648 0.750 2.033 -0.437 -1.594 0.16
H -1.041 1.127 -1.895 0.401 -0.771 -0.674 0.12
H 0.827 -2.405 -0.721 0.456 -0.686 -0.536 0.14